Molecular formula: C14H27BrO5SZn
Method: DFT, ωB97M-V/def2-TZVPD

The total charge is +2. The HOMO energy is -15.428 eV. The value obtained for the HOMO-LUMO gap is 4.3 eV.

XYZ file:
```
49
C14H27BrO5SZn | the OMol25 dataset | ωB97M-V/def2-TZVPD
C -3.69236 0.32008 1.20393
O -2.53772 -0.49553 1.33815
C -1.88469 -0.43755 2.60807
C -1.39936 -1.82581 2.97711
C -0.39642 -2.35110 1.95892
C 0.98850 -1.72116 2.13474
C 1.88223 -2.04776 0.92939
C 2.34318 -0.80377 0.14324
C 2.75535 0.42401 0.98980
C 1.83673 1.65743 1.00911
C 1.38126 2.14298 -0.36629
C -0.03138 1.66295 -0.75030
C -0.20116 1.21732 -2.18885
C 1.08111 0.65965 -2.88714
O -0.71578 2.19578 -3.07995
S -1.38067 1.47601 -4.36691
O -0.41164 1.20085 -5.35702
O -2.59566 2.12200 -4.65168
O -1.66949 0.05097 -3.58190
C -1.35462 0.18915 -2.22580
Br -0.89269 -1.56787 -1.44379
H -4.15229 0.54372 2.16320
H -4.41827 -0.22145 0.60345
H -3.46376 1.26599 0.70750
H -1.04888 0.26550 2.53703
H -2.55308 -0.09083 3.39402
H -2.26908 -2.47427 3.05226
H -0.93205 -1.79456 3.96149
H -0.31158 -3.43191 2.04149
H -0.78667 -2.07413 0.98678
H 1.41564 -2.17429 3.02458
H 0.84964 -0.65453 2.27229
H 2.72121 -2.68043 1.19884
H 1.27112 -2.66281 0.25145
H 1.57008 -0.56356 -0.60424
H 3.24441 -1.10365 -0.42205
H 2.88517 0.10764 2.02118
H 3.73125 0.77461 0.66221
H 2.43568 2.45726 1.43797
H 0.99121 1.54973 1.68749
H 1.36640 3.22775 -0.35352
H 2.15734 1.84545 -1.06901
H -0.37735 0.86646 -0.09018
H -0.71412 2.49604 -0.59540
H 1.48142 1.41169 -3.56346
H 1.90002 0.43355 -2.18663
H 0.83530 -0.19184 -3.58118
H -2.29684 0.40569 -1.72374
Zn 1.36334 -1.60144 -2.20664
```

How is the electron density shared among the atoms? According to Mulliken, the charges in e are: -0.813, -0.251, -0.532, -1.048, -0.126, -0.465, -0.582, 2.356, -1.473, -0.474, -1.059, -0.639, 1.768, -2.685, -0.515, 1.107, -0.505, -0.506, -0.317, 0.059, -0.015, 0.361, 0.288, 0.267, 0.153, 0.627, 0.425, 0.376, 0.393, -0.318, 0.301, 0.333, 0.359, 0.297, -2.262, 0.496, 0.436, 0.449, 0.419, 0.286, 0.570, 0.481, -0.169, 0.697, 0.307, 1.151, 0.756, 0.624, 0.609

Molecular formula: C14H27CeN3O5S
Method: DFT, ωB97M-V/def2-TZVPD

Its energy above the lowest of the compared OMol25 structures with the same formula, charge and spin is 0.00 kcal per mole. The total charge is +4. The HOMO energy (alpha / beta) is -22.312 / -22.232 eV. The value obtained for the HOMO-LUMO gap (alpha / beta) is 5.8 / 5.4 eV.

XYZ file:
```
51
C14H27CeN3O5S | the OMol25 dataset | ωB97M-V/def2-TZVPD
Ce -0.20820 0.29678 0.13948
C -0.61850 3.06032 -1.64158
C -0.61636 3.71823 -0.27981
O -0.83379 2.68148 0.73965
C -0.60837 3.11468 2.10082
C -1.06970 1.96091 3.02014
O -0.46177 0.69788 2.61511
C 0.57075 0.18401 3.51215
C 1.01133 -1.14410 2.92226
O 1.32570 -0.96409 1.47494
C 2.59830 -1.37652 0.89358
C 3.10293 -0.27124 -0.02383
O 2.06342 0.09907 -0.96328
C 2.50286 1.20052 -1.85240
C 1.26364 1.58974 -2.62736
O 0.29984 1.94413 -1.53799
H -0.30577 3.76444 -2.44931
H -1.62295 2.70198 -1.86126
H -1.42047 4.46243 -0.18398
H 0.32406 4.18313 -0.04166
H -1.23113 3.99896 2.26046
H 0.45823 3.31158 2.18890
H -2.14910 1.80429 2.97852
H -0.85374 2.28682 4.04396
H 0.14180 0.03694 4.50031
H 1.40034 0.90971 3.57804
H 0.14516 -1.82458 2.93129
H 1.88476 -1.58625 3.45540
H 2.34574 -2.27151 0.32329
H 3.35988 -1.50542 1.66456
H 3.94398 -0.62116 -0.63586
H 3.35006 0.62067 0.55294
H 3.31424 0.80914 -2.50588
H 2.84536 1.99847 -1.22562
H 0.75397 0.76994 -3.11609
H 1.41956 2.44363 -3.31215
C -0.65993 -4.36319 -3.02573
C -0.99621 -2.85042 -3.07682
C -1.66041 -2.37263 -1.82516
N -1.29149 -1.30802 -1.11768
N -2.05510 -1.17079 0.06808
C -2.95928 -2.13102 0.18613
N -3.80354 -2.25649 1.25324
S -2.96276 -3.30846 -1.13033
H -0.12153 -4.74656 -3.88033
H -1.60653 -4.87664 -2.88218
H -0.04818 -4.59842 -2.13425
H -1.67523 -2.64389 -3.91960
H -0.08467 -2.20682 -3.18972
H -3.85304 -1.45189 1.89496
H -4.64817 -2.79975 1.14159
```

How is the electron density shared among the atoms? According to Mulliken, the charges in e are: 1.408, -0.524, -0.579, -0.091, -0.572, -0.679, -0.255, -0.399, -0.551, -0.179, -0.501, -0.583, -0.266, -0.540, -0.510, -0.157, 0.449, 0.280, 0.436, 0.421, 0.430, 0.392, 0.358, 0.503, 0.455, 0.363, 0.257, 0.485, 0.323, 0.472, 0.433, 0.406, 0.447, 0.413, 0.230, 0.500, -1.177, -0.199, 0.292, 0.041, -0.269, 0.437, -0.353, 0.053, 0.385, 0.401, 0.337, 0.352, 0.104, 0.212, 0.308

Molecular formula: C14H27Cl7NO
Method: DFT, ωB97M-V/def2-TZVPD

As for the spin multiplicity: 2. Its energy above the lowest of the compared OMol25 structures with the same formula, charge and spin is 0.00 kcal per mole. As for the expectation value of S²: 0.755. The total charge is 0. The HOMO energy (alpha / beta) is -9.381 / -10.056 eV. The value obtained for the HOMO-LUMO gap (alpha / beta) is 9.9 / 9.5 eV.

XYZ file:
```
50
C14H27Cl7NO | the OMol25 dataset | ωB97M-V/def2-TZVPD
C -19.21265 1.69484 6.69822
C -19.48100 0.15117 6.72687
C -19.63813 -0.27930 8.24968
C -20.99561 0.11043 8.78665
C -22.05470 -0.55273 7.93871
C -22.02035 -0.09737 6.46922
N -20.64778 -0.35076 5.93031
O -20.59749 0.00364 4.59114
C -22.97659 -1.11821 5.77811
C -22.53930 1.33620 6.34358
C -18.23173 -0.48830 6.15154
H -19.68237 2.16913 7.56248
H -19.55032 2.28325 5.84516
H -18.14876 1.89714 6.81801
H -19.60555 -1.37073 8.25807
H -18.86002 0.14925 8.88054
H -21.10936 1.19263 8.84290
H -21.04520 -0.38234 9.75980
H -22.96354 -0.21371 8.43885
H -21.90395 -1.62833 8.03144
H -22.63376 -2.13725 5.94075
H -23.96123 -0.85459 6.16781
H -23.08902 -0.92145 4.71198
H -22.42680 1.84372 5.38555
H -23.57837 1.46414 6.64822
H -21.99212 2.00647 7.01134
H -17.30583 -0.14440 6.61572
H -18.02101 -0.26074 5.10622
H -18.25047 -1.57443 6.25719
Cl -23.09090 3.69520 -1.03395
C -21.40856 4.07473 -0.51876
C -21.36316 4.95782 0.72433
Cl -22.19865 6.52720 0.43390
H -20.81945 4.43019 -1.36248
H -20.98821 3.09098 -0.31363
H -20.37497 5.12915 1.14388
H -21.94819 4.46783 1.49974
Cl -16.71936 0.31029 1.21846
C -18.20726 0.15944 2.08156
C -19.30200 1.04311 1.47204
Cl -18.73269 2.75532 1.41252
H -18.05602 0.49864 3.10469
H -18.53060 -0.87985 2.04916
H -20.21469 1.04875 2.06314
H -19.41472 0.82793 0.41103
C -24.20085 2.22672 2.47880
Cl -23.86320 3.81725 3.22103
Cl -24.77182 1.00214 3.60264
Cl -22.74943 1.59650 1.69145
H -24.86116 2.31591 1.62087
```

How is the electron density shared among the atoms? According to Mulliken, the charges in e are: -1.648, 1.603, -1.270, -0.513, -1.194, 1.823, 0.261, -0.417, -1.791, -1.527, -1.398, 0.386, 0.248, 0.436, 0.396, 0.342, 0.318, 0.372, 0.349, 0.362, 0.418, 0.418, 0.300, 0.144, 0.449, 0.309, 0.468, 0.030, 0.372, -0.173, -0.114, 0.122, -0.212, 0.401, -0.153, 0.288, -0.160, -0.184, -0.063, 0.070, -0.221, -0.167, 0.396, -0.314, 0.446, -0.215, -0.139, -0.085, -0.068, 0.496

Molecular formula: C14H27ClN2O6S
Method: DFT, ωB97M-V/def2-TZVPD

Its energy above the lowest of the compared OMol25 structures with the same formula, charge and spin is 158.33 kcal per mole. The total charge is 0. The HOMO energy is -7.976 eV. The value obtained for the HOMO-LUMO gap is 5.9 eV.

XYZ file:
```
51
C14H27ClN2O6S | the OMol25 dataset | ωB97M-V/def2-TZVPD
C 3.47200 -3.36270 0.12064
C 4.21650 -2.14604 0.66599
C 3.31301 -1.04936 1.25978
C 3.33136 0.23765 0.42856
N 2.10389 1.03256 0.57145
C 0.94386 0.68814 -0.30642
C -0.29742 1.24221 0.41982
C -1.50117 1.66938 -0.42195
C -2.57140 0.59583 -0.71717
C -3.49621 0.43891 0.47698
O -3.13962 0.58610 1.63438
O -4.80946 0.19421 0.16573
C -5.06248 -0.97529 -0.61543
C -4.36990 -2.21836 -0.10560
C 1.13346 1.38847 -1.60249
N 0.80184 0.67222 -2.61022
C 0.36210 -0.67428 -2.23528
C 0.89201 -0.77650 -0.78061
S -0.04543 -1.95642 0.23939
H 3.14707 -3.23064 -0.90895
H 2.62015 -3.63754 0.73217
H 4.14178 -4.21950 0.10845
H 4.82077 -1.73495 -0.14029
H 4.91553 -2.47802 1.42648
H 2.29010 -1.40963 1.33918
H 3.63136 -0.81704 2.26871
H 4.12976 0.85888 0.82288
H 3.59109 -0.00381 -0.60756
H 2.35889 1.99548 0.40753
H -0.60870 0.56092 1.20020
H 0.08343 2.15034 0.87069
H -1.21740 2.14725 -1.35945
H -1.99793 2.44076 0.15945
H -2.14069 -0.37676 -0.93013
H -3.15776 0.93254 -1.56736
H -4.80696 -0.78124 -1.65733
H -6.13196 -1.13004 -0.54800
H -4.75963 -3.06830 -0.66157
H -4.57978 -2.38994 0.94407
H -3.29436 -2.20548 -0.26045
H 1.51258 2.39439 -1.70360
H 0.83255 0.93852 -3.58432
H 0.92130 -1.37971 -2.84707
H -0.68464 -0.88705 -2.40980
H 1.86115 -1.24523 -0.89584
H -0.82337 -2.45542 -0.72902
O -1.12717 4.24368 3.94745
Cl -0.39138 4.69956 2.79989
O -1.28833 5.29543 1.83543
O 0.25889 3.55625 2.16871
O 0.61675 5.64961 3.19187
```

How is the electron density shared among the atoms? According to Mulliken, the charges in e are: -1.085, -0.610, -0.257, -0.879, -0.235, 1.096, -0.435, -0.982, -0.420, 0.592, -0.512, -0.399, -0.298, -0.784, -0.942, 0.128, -1.084, -0.311, -0.089, 0.234, 0.278, 0.392, 0.329, 0.406, 0.130, 0.538, 0.467, 0.327, 0.357, 0.557, -0.231, 0.564, 0.527, 0.026, 0.388, 0.251, 0.357, 0.412, 0.289, 0.052, 0.488, 0.286, 0.467, 0.410, 0.131, 0.166, -0.659, 1.712, -0.695, -0.777, -0.671

Molecular formula: C14H27IN5O3S
Method: DFT, ωB97M-V/def2-TZVPD

Its energy above the lowest of the compared OMol25 structures with the same formula, charge and spin is 40.00 kcal per mole. The total charge is +1. The HOMO energy is -11.774 eV. The value obtained for the HOMO-LUMO gap is 8.6 eV. Its structure (SMILES) is CCSCN(O)c1nc(O)n(CCCCNC(C)=O)[n+]1[C@@H](I)CC.

XYZ file:
```
51
C14H27IN5O3S | the OMol25 dataset | ωB97M-V/def2-TZVPD
C -5.05134 1.00296 -4.19298
C -5.85657 0.49929 -3.01388
S -5.10192 -0.82311 -1.98997
C -3.40322 -1.05622 -2.57890
N -2.46976 -0.27326 -1.77640
O -2.74055 1.07385 -1.76799
C -1.44757 -0.80708 -1.10976
N -1.21420 -2.11445 -1.16141
C -0.13394 -2.30089 -0.41041
O 0.37806 -3.50841 -0.19461
N 0.32723 -1.15833 0.11089
C 1.52271 -1.09950 0.96503
C 2.68241 -0.25378 0.43340
C 3.98710 -0.76272 1.06061
C 4.09764 -0.38560 2.53549
N 3.54182 -1.42632 3.40482
C 3.44994 -1.00584 4.76016
C 2.26686 -0.16374 5.14613
O 4.27294 -1.36025 5.59440
N -0.52482 -0.15880 -0.31857
C -0.39590 1.23170 0.03134
I -0.28136 1.56097 2.17654
C 0.70614 1.99369 -0.73001
C 0.13301 3.04380 -1.67993
H -4.64424 0.20310 -4.79463
H -4.29426 1.71451 -3.89637
H -5.73391 1.54427 -4.83964
H -6.77321 0.07077 -3.39641
H -6.14585 1.29219 -2.33731
H -3.20561 -2.10634 -2.43584
H -3.29957 -0.80985 -3.62515
H -3.19380 1.26115 -0.93511
H 0.93654 -3.78271 -0.93114
H 1.27636 -0.81372 1.97573
H 1.89490 -2.10691 1.05176
H 2.56538 0.78416 0.70892
H 2.75989 -0.39470 -0.64085
H 4.80887 -0.28595 0.53662
H 4.07484 -1.83565 0.93387
H 3.57320 0.55477 2.68495
H 5.13867 -0.19399 2.78612
H 4.18559 -2.20807 3.43645
H 1.50549 -0.82259 5.54234
H 2.57666 0.53765 5.90524
H 1.85029 0.36928 4.29616
H -1.30893 1.74353 -0.18130
H 1.27686 1.27486 -1.30743
H 1.41228 2.42651 -0.03746
H -0.08819 3.96250 -1.15536
H 0.85299 3.22677 -2.46498
H -0.74591 2.64648 -2.17316
```

How is the electron density shared among the atoms? According to Mulliken, the charges in e are: -1.131, -0.326, -0.129, -0.742, 0.304, -0.487, 0.525, -0.585, 0.232, -0.483, 0.335, -0.976, 0.158, -1.198, -0.807, -0.092, 0.247, -0.549, -0.578, 0.359, -1.001, 0.241, -0.074, -1.399, 0.360, 0.211, 0.390, 0.410, 0.325, 0.334, 0.331, 0.361, 0.373, 0.171, 0.606, 0.015, 0.393, 0.393, 0.516, 0.415, 0.457, 0.315, 0.269, 0.354, -0.067, 0.613, 0.199, 0.335, 0.345, 0.434, 0.298

Molecular formula: C14H27MoN2OSi
Method: DFT, ωB97M-V/def2-TZVPD

Its energy above the lowest of the compared OMol25 structures with the same formula, charge and spin is 13.60 kcal per mole. The total charge is +3. The HOMO energy (alpha / beta) is -19.037 / -19.005 eV. The value obtained for the HOMO-LUMO gap (alpha / beta) is 7.3 / 7.3 eV.

XYZ file:
```
46
C14H27MoN2OSi | the OMol25 dataset | ωB97M-V/def2-TZVPD
Mo -0.46890 -0.67707 0.10459
N -0.52010 1.07839 1.44864
C 0.13488 1.22671 2.79123
C 1.64366 1.09430 2.68520
C 2.08743 -0.24400 2.12292
N 1.69641 -0.40438 0.68457
H -0.14145 1.83047 0.86055
H -1.50276 1.33903 1.56664
H -0.26917 0.45549 3.45116
H -0.11349 2.19854 3.21770
H 2.07101 1.22151 3.67984
H 2.05230 1.91014 2.07807
H 1.65870 -1.07674 2.68281
H 3.17322 -0.31792 2.20039
H 2.18431 -1.22805 0.34330
H 2.10864 0.37673 0.17204
C -0.70072 -2.90745 3.45332
Si -1.40540 -1.82251 2.11958
C -3.02882 -0.91003 2.38807
C -1.54883 -2.68950 0.26080
C -0.82092 -3.89934 0.29362
C -1.39681 -5.08240 -0.13604
C -2.70654 -5.08524 -0.60720
C -3.45235 -3.90584 -0.63276
C -2.88160 -2.72044 -0.21110
H -1.46029 -3.63857 3.74689
H -0.45502 -2.32558 4.34603
H 0.19304 -3.45085 3.14672
H -3.83908 -1.62582 2.55101
H -3.31998 -0.28857 1.53466
H -2.99815 -0.26768 3.27286
H 0.19550 -3.91005 0.67026
H -0.83201 -6.00515 -0.10018
H -3.14932 -6.01120 -0.95198
H -4.47832 -3.91321 -0.97751
H -3.47966 -1.81465 -0.24859
C 1.96976 -2.58801 -3.02454
O 1.65986 -2.06643 -1.68803
C 0.52432 -1.65710 -1.34237
C -0.66657 -1.48788 -2.20887
H 1.12540 -3.14449 -3.42666
H 2.82599 -3.24239 -2.90131
H 2.23604 -1.75534 -3.67309
H -0.41263 -0.92538 -3.11529
H -1.39141 -0.83256 -1.62938
H -1.19633 -2.40139 -2.48047
```

How is the electron density shared among the atoms? According to Mulliken, the charges in e are: -0.214, -0.619, -0.403, -0.829, -0.528, -0.460, 0.370, 0.288, 0.248, 0.458, 0.394, 0.310, 0.250, 0.460, 0.344, 0.331, -1.050, 0.021, -1.161, 1.532, -0.749, -0.981, -0.498, -0.947, -0.131, 0.462, 0.460, 0.409, 0.447, 0.446, 0.431, 0.601, 0.519, 0.489, 0.518, 0.481, -0.683, -0.319, 0.835, -0.981, 0.356, 0.308, 0.348, 0.563, 0.380, 0.496

Taking the records one at a time from the top gives DFT total energy values of -5676.57292, -1961.86772, -3900.88570, -1968.59947, -1744.72584, -1090.96241 hartree.